Formula: C46H102N10O38
Source: OMol25
Level of theory: ωB97M-V/def2-TZVPD

Geometry as XYZ:
```
196
Properties=species:S:1:pos:R:3:forces:R:3:lowdin_charge:R:1
C 3.1498 3.2973 0.3069 -0.20 -1.28 -0.18 0.021
N 4.3090 4.1962 0.4748 0.66 1.09 -0.04 -0.411
O 5.4167 3.8491 0.0609 -1.20 -0.01 0.32 0.042
O 4.0915 5.2806 1.0004 0.06 -0.75 -0.26 0.061
H 2.4912 3.5982 -0.5078 0.27 0.54 0.09 0.079
H 2.5666 3.2224 1.2246 0.27 0.28 0.02 0.077
H 3.5421 2.3120 0.0553 0.06 0.06 0.11 0.078
C -4.3898 2.7808 0.6609 -0.97 -0.73 -0.01 0.045
N -5.1752 2.7008 1.9559 2.00 1.16 -0.56 -0.443
O -4.6192 2.1296 2.8635 -0.49 -0.47 0.37 0.068
O -6.1610 3.3912 2.0343 -0.87 -0.18 0.12 0.064
H -5.1492 2.8013 -0.1209 0.25 0.06 -0.10 0.085
H -3.7906 1.8713 0.6190 0.13 0.32 -0.08 0.082
H -3.8159 3.7075 0.6677 -0.04 -0.23 0.22 0.075
C 2.2949 -3.4409 -1.0542 -0.40 -0.51 0.90 0.049
N 3.2270 -4.5865 -1.2190 0.48 -0.09 -2.06 -0.442
O 3.0224 -5.3329 -2.1635 -0.79 -0.03 0.16 0.049
O 4.2257 -4.6589 -0.5614 0.47 0.25 1.37 0.072
H 1.9290 -3.1844 -2.0483 0.33 0.36 0.27 0.098
H 2.7994 -2.7064 -0.4264 -0.04 0.21 -0.65 0.069
H 1.4572 -3.8126 -0.4641 -0.08 -0.09 -0.05 0.084
C 1.6136 0.6027 4.7948 0.14 -0.70 -0.54 0.076
N 2.3320 1.2110 3.6013 -1.22 -0.54 -0.38 -0.409
O 3.0487 2.1561 3.7273 0.80 0.82 0.89 0.074
O 2.0273 0.7772 2.4976 -0.07 -0.60 0.23 0.015
H 1.5051 -0.4662 4.6114 0.12 0.09 -0.30 0.080
H 0.6141 1.0342 4.7400 0.21 0.28 0.36 0.084
H 2.1623 0.6874 5.7328 -0.06 0.67 -0.32 0.103
C 6.6462 -0.5821 -1.2857 0.41 1.20 -0.20 0.061
N 5.2052 -0.9105 -1.3980 2.46 0.20 1.43 -0.443
O 4.4933 -0.3123 -0.6357 -1.45 0.34 0.16 0.049
O 4.9299 -1.7901 -2.1450 -1.42 -1.25 -1.32 0.089
H 6.6566 0.5051 -1.3623 0.29 0.02 -0.27 0.102
H 7.2075 -1.0703 -2.0824 -0.15 0.02 0.31 0.105
H 7.0132 -0.7642 -0.2756 -0.26 -0.51 -0.18 0.088
C -8.0385 -0.5392 1.1711 -0.17 -0.18 0.24 0.057
N -6.5822 -0.7738 1.3595 0.54 -1.77 0.22 -0.393
O -5.7904 -0.0181 0.8283 -0.27 -0.19 0.54 0.058
O -6.2940 -1.8581 1.9048 -0.14 2.08 -0.61 0.046
H -8.3421 -1.5246 0.8177 -0.42 0.45 -0.52 0.107
H -8.1807 0.3272 0.5252 0.03 -0.44 -0.11 0.087
H -8.5729 -0.3893 2.1093 0.53 0.08 0.20 0.104
C -0.8076 0.7098 -6.2411 -0.29 -1.07 -0.29 0.059
N -2.0001 0.2865 -7.0684 -1.74 0.56 -0.73 -0.437
O -3.1076 0.6503 -6.6802 0.74 0.30 0.77 0.031
O -1.9121 -0.3849 -8.0719 1.47 -0.08 0.20 0.075
H -0.0449 1.2196 -6.8299 -0.52 0.25 -0.15 0.102
H -0.3597 -0.2424 -5.9570 0.01 0.20 0.31 0.068
H -1.2381 1.2522 -5.3993 0.43 -0.02 -0.21 0.085
C 0.7397 0.2495 -0.3095 1.27 -1.14 -0.01 0.037
N -0.2047 1.3239 -0.5671 0.03 -0.28 0.68 -0.425
O 0.1839 2.4702 -0.4694 -0.11 0.34 -0.21 0.062
O -1.3298 0.9698 -0.8111 -0.78 0.31 -0.38 0.067
H 0.9072 -0.2844 -1.2449 0.07 0.28 -0.23 0.100
H 0.3100 -0.5021 0.3528 -0.24 0.42 0.17 0.093
H 1.6726 0.6470 0.0901 -0.26 -0.01 -0.09 0.072
C 0.2758 5.3837 2.0786 0.04 0.40 0.05 0.066
N -0.5223 4.1863 2.5132 1.44 -1.08 -0.04 -0.421
O -1.6855 4.1324 2.2280 -0.73 0.47 -0.40 0.076
O 0.0457 3.3159 3.1623 0.17 0.44 -0.18 0.042
H -0.1555 6.1385 2.7363 0.28 0.41 -0.41 0.109
H 0.1787 5.6027 1.0153 -0.83 -0.14 0.15 0.065
H 1.3574 5.3134 2.1932 -0.23 -0.60 0.73 0.089
C 0.6996 6.1833 -3.6126 -0.89 0.12 -0.73 0.042
N 0.8449 6.6834 -2.2645 -0.43 -0.67 1.92 -0.480
O 0.7031 7.8430 -2.0578 -0.01 2.41 -0.55 0.097
O 0.9864 5.9034 -1.3437 0.46 -1.35 -0.01 0.034
H 0.5769 5.1024 -3.5441 0.70 0.17 -0.41 0.104
H 1.4601 6.6770 -4.2176 0.20 -0.71 -0.05 0.113
H -0.2484 6.6066 -3.9445 -0.04 -0.04 -0.09 0.106
O -3.6792 -4.9401 -4.7692 1.99 0.18 -1.41 0.068
C -2.6981 -4.7993 -5.4995 -1.97 0.88 1.66 -0.461
O -2.1109 -3.5475 -5.6905 0.00 -0.68 0.09 -0.028
C -2.5608 -2.4064 -4.8841 -0.09 -1.24 1.45 -0.173
C -1.5261 -1.9211 -3.8479 0.63 -0.24 -1.31 -0.041
C -2.0355 -5.9675 -6.2214 0.11 0.93 -0.29 0.019
H -3.4383 -2.7082 -4.3123 -0.24 -0.09 -0.46 0.102
H -2.7986 -1.5399 -5.5011 -0.11 -0.55 -0.42 0.092
H -0.7499 -1.4409 -4.4438 0.02 0.68 0.51 0.032
H -0.9183 -2.6300 -3.2857 -0.71 -0.65 0.09 0.073
H -2.0525 -1.2656 -3.1541 0.30 0.30 -0.06 0.071
H -1.5532 -5.6218 -7.1358 0.14 0.02 0.11 0.082
H -2.7509 -6.7432 -6.4947 -0.15 0.26 0.33 0.089
H -1.2820 -6.3998 -5.5630 0.02 0.04 0.00 0.079
O -4.7366 6.4701 -3.4375 0.90 -0.20 1.39 0.085
C -5.1847 5.7832 -2.5351 0.21 1.49 -1.23 -0.552
O -4.7553 5.6711 -1.2789 -0.63 -1.25 0.44 -0.004
C -3.6972 6.4118 -0.7236 0.34 1.84 -0.15 -0.225
C -2.3498 5.8183 -0.9464 0.89 -0.40 -1.07 -0.058
C -6.4308 5.0555 -2.8128 -0.24 -1.06 -0.09 0.019
H -3.8411 6.5481 0.3482 -0.63 -0.40 -0.04 0.128
H -3.7829 7.4032 -1.1685 0.33 0.22 0.05 0.128
H -1.9535 6.0801 -1.9275 -0.24 -0.02 -0.30 0.066
H -2.4195 4.7306 -0.9418 0.24 -0.07 0.36 0.074
H -1.5729 6.1802 -0.2731 -0.37 -0.15 0.38 0.065
H -7.0892 5.7816 -3.2896 -0.32 -0.21 0.38 0.101
H -6.8174 4.5059 -1.9545 -0.29 0.31 -0.11 0.082
H -6.1774 4.3375 -3.5929 -0.12 -0.17 -0.03 0.091
O -4.4323 -0.6673 5.5702 1.54 -0.76 -1.42 0.084
C -3.9069 -1.4530 4.7850 -1.77 0.98 0.85 -0.533
O -2.9278 -1.2279 3.9066 0.93 0.22 -0.14 -0.032
C -2.1794 0.0120 3.8485 -0.90 1.02 -0.57 -0.163
C -1.5038 0.0964 2.4529 -0.17 -1.38 0.60 -0.048
C -4.3267 -2.8923 4.6889 -0.03 0.12 -0.23 0.014
H -1.5179 0.0999 4.7104 0.31 -0.40 -0.13 0.111
H -2.8970 0.8225 3.9760 0.00 0.05 -0.13 0.097
H -2.2183 -0.1563 1.6695 -0.37 0.50 0.07 0.070
H -0.8215 -0.7481 2.3556 0.39 0.02 0.20 0.044
H -0.9474 1.0030 2.2149 -0.31 0.17 0.42 0.056
H -4.1676 -3.2957 3.6889 0.31 0.01 0.14 0.081
H -5.3830 -3.0263 4.9220 0.24 0.14 0.36 0.089
H -3.6704 -3.3543 5.4264 -0.25 -0.62 -0.03 0.085
O -6.5545 -0.8214 -2.6538 0.74 2.11 -0.22 0.078
C -6.6216 0.4070 -2.6314 -2.29 -2.08 1.06 -0.517
O -5.6477 1.2827 -2.7540 -0.21 1.16 -0.32 -0.002
C -4.3279 0.8543 -2.9850 1.49 -0.51 -0.31 -0.205
C -3.3208 2.0111 -3.0461 -0.26 0.14 0.49 -0.046
C -7.9801 1.1252 -2.3860 0.82 -0.19 -0.48 0.021
H -4.2371 0.2951 -3.9162 -0.44 -0.12 -0.09 0.116
H -4.0815 0.1775 -2.1669 0.29 -0.09 0.00 0.113
H -2.3649 1.6645 -3.4387 -0.03 -0.37 0.14 0.054
H -3.1214 2.3885 -2.0431 0.00 0.11 -0.03 0.046
H -3.5772 2.8554 -3.6860 -0.53 -0.14 -0.07 0.081
H -8.7599 0.4831 -1.9766 0.45 -0.25 0.04 0.076
H -8.3331 1.4235 -3.3732 -0.03 0.30 0.00 0.084
H -7.8519 2.0065 -1.7575 0.03 0.02 -0.14 0.070
O 0.3678 -5.8163 6.6991 0.14 0.68 -0.76 0.094
C 1.1631 -5.1943 6.0123 -0.02 -2.37 3.35 -0.570
O 0.8789 -4.5149 4.9677 0.25 1.32 -1.43 0.029
C -0.4258 -4.3379 4.5039 -2.09 -0.02 -0.81 -0.230
C -0.3035 -3.3823 3.3834 0.13 0.65 -1.67 -0.069
C 2.6277 -5.1977 6.3255 0.89 -0.43 -0.08 0.023
H -1.2095 -3.9666 5.1642 0.76 -0.05 1.08 0.123
H -0.8720 -5.2360 4.0768 0.39 -0.55 0.41 0.135
H 0.4822 -2.6510 3.5733 -0.04 0.12 0.04 0.074
H -1.2199 -2.8577 3.1132 -0.08 -0.10 0.33 0.058
H -0.0477 -3.9445 2.4853 0.35 0.20 -0.20 0.075
H 2.9483 -4.3970 6.9920 -0.29 0.34 -0.29 0.086
H 3.1993 -5.1784 5.3976 0.12 0.32 0.04 0.082
H 2.9223 -6.1068 6.8498 -0.41 -0.12 -0.06 0.089
O 1.7026 -0.3037 -4.2214 -0.02 0.15 -0.44 0.077
C 2.7972 -0.4709 -4.7090 -0.09 -2.46 1.20 -0.513
O 3.6609 0.4818 -4.9414 1.22 -0.80 -0.84 0.008
C 3.3589 1.8179 -4.8520 0.00 3.04 1.35 -0.231
C 3.7789 2.4293 -3.4784 -0.51 -0.76 -0.34 -0.040
C 3.4483 -1.8694 -5.0206 -0.94 1.21 0.26 0.042
H 2.3091 2.0951 -4.9471 -0.21 -0.66 -0.38 0.114
H 3.9178 2.3126 -5.6463 -0.03 -0.07 -0.04 0.125
H 4.7857 2.1203 -3.1974 0.07 0.29 -0.08 0.075
H 3.0954 2.0771 -2.7059 -0.01 -0.28 0.05 0.060
H 3.6492 3.5115 -3.4660 0.37 0.04 -0.27 0.076
H 4.4608 -1.9158 -4.6194 -0.04 0.19 -0.34 0.067
H 3.4127 -1.9639 -6.1059 0.33 -0.19 0.00 0.085
H 2.8795 -2.6844 -4.5730 -0.18 0.26 -0.05 0.075
O 3.6795 -1.8072 6.0173 0.81 -0.56 -0.79 0.079
C 4.7709 -2.1927 5.6389 0.11 0.44 0.76 -0.523
O 5.0998 -2.4977 4.3681 -0.47 0.27 -0.02 0.000
C 4.0554 -2.3345 3.4100 -1.47 0.11 0.09 -0.241
C 4.5153 -2.6263 2.0359 1.26 -0.55 -0.38 -0.067
C 6.0140 -2.2279 6.5136 -0.40 0.29 -0.37 0.032
H 3.6260 -1.3334 3.3705 0.24 0.26 0.83 0.099
H 3.2414 -3.0169 3.6546 -0.14 0.10 0.29 0.120
H 4.4612 -3.7008 1.8610 -0.02 0.19 -0.53 0.079
H 5.5607 -2.3280 1.9565 0.16 -0.06 -0.13 0.080
H 3.9896 -2.0141 1.3031 -0.25 -0.36 0.00 0.056
H 6.1947 -3.1614 7.0465 -0.36 -0.04 -0.07 0.087
H 5.8541 -1.4135 7.2202 0.40 -0.13 0.10 0.093
H 6.8679 -2.0499 5.8600 0.06 0.14 0.27 0.083
O -1.9850 -2.9013 0.4247 0.43 -1.53 -1.49 0.074
C -2.6491 -3.3829 -0.4930 -0.91 1.42 2.01 -0.533
O -2.4283 -4.4415 -1.2369 -0.07 -0.31 -0.11 0.024
C -1.3374 -5.2817 -0.9722 1.44 0.09 0.07 -0.247
C -1.2236 -6.2753 -2.0714 0.28 -0.71 -0.03 -0.054
C -3.9743 -2.7713 -0.7902 -0.15 1.36 -0.31 0.027
H -1.4251 -5.8318 -0.0353 -0.35 0.32 0.26 0.135
H -0.4129 -4.7068 -0.9186 -0.08 0.31 0.14 0.095
H -1.1464 -5.8508 -3.0724 -0.43 0.13 0.10 0.070
H -2.0540 -6.9693 -1.9419 0.06 -0.13 -0.65 0.092
H -0.2814 -6.8002 -1.9139 -0.05 -0.31 0.03 0.084
H -3.9003 -1.8049 -0.2915 -0.44 0.06 -0.01 0.072
H -4.8465 -3.2899 -0.3921 0.29 -0.31 0.03 0.099
H -4.1429 -2.5800 -1.8500 0.00 -0.29 -0.09 0.076
O 7.7821 1.2684 5.7139 -0.66 -0.04 -0.97 0.094
C 8.0556 1.7095 4.6157 -0.54 -0.22 0.85 -0.551
O 7.2765 1.7393 3.5248 1.14 0.41 0.37 -0.010
C 6.0227 1.0945 3.5308 0.21 -0.69 -0.37 -0.193
C 5.8512 0.6243 2.0880 -1.16 0.40 0.35 -0.050
C 9.3812 2.2502 4.3316 1.62 0.57 -0.42 0.008
H 5.2959 1.8337 3.8674 -0.23 -0.38 -0.15 0.112
H 6.0978 0.2511 4.2171 -0.37 0.01 0.17 0.113
H 4.8656 0.1820 1.9435 -0.09 -0.04 0.09 0.048
H 6.5773 -0.1271 1.7776 0.22 0.24 0.24 0.069
H 5.8650 1.5027 1.4427 0.29 -0.10 -0.20 0.071
H 10.0362 1.3994 4.1437 0.10 -0.13 0.10 0.097
H 9.7742 2.7688 5.2060 -0.08 -0.04 -0.09 0.096
H 9.4677 2.8727 3.4410 -0.34 0.06 0.13 0.090
```
Forces are in eV/Å.

Computed properties:
highest occupied orbital energy	-9.79	eV
max |F|	4.11	eV/A
orbital gap	9.38	eV
calculated total energy	-142034.690	eV